Arrangement w

Here is one molecule with the formula C6H10O from OMol25. Energies are from the ωB97M-V functional and the def2-TZVPD basis.

Element x y z (Å)
C -0.192 -1.855 0.172
C -0.497 0.281 1.481
O 0.449 1.181 1.450
C 1.125 1.572 0.403
C 0.877 0.925 -0.914
C -0.567 0.398 -0.994
C -0.874 -0.470 0.244
H 0.794 -1.759 -0.301
H -0.035 -2.212 1.196
H -0.792 -2.596 -0.381
H -0.858 0.055 2.479
H 1.851 2.342 0.621
H 1.561 0.072 -1.070
H 1.089 1.633 -1.724
H -1.264 1.242 -1.046
H -0.709 -0.186 -1.911
H -1.958 -0.623 0.296

Values from the calculation:
HOMO-LUMO gap (alpha / beta) ... 0.2867 / 0.2862 hartree

Arrangement x

Here is one molecule with the formula C6H10O from OMol25. Energies are from the ωB97M-V functional and the def2-TZVPD basis.

Element x y z (Å)
C -0.685 -0.599 1.790
C 0.758 -0.949 1.690
C 0.224 0.389 1.121
C 0.068 0.706 -0.379
C 1.155 -0.204 -0.703
C -1.233 0.346 -2.262
O -1.210 0.353 -0.852
H -1.373 -1.124 1.136
H -1.087 -0.318 2.760
H 1.383 -0.831 2.572
H 1.053 -1.753 1.030
H 0.527 1.255 1.700
H 0.232 1.787 -0.525
H 2.100 0.327 -0.481
H -0.474 -0.344 -2.658
H -1.045 1.352 -2.673
H -2.228 0.017 -2.575

Values from the calculation:
HOMO-LUMO gap ... 0.3332 hartree

If you had to bet on the most stable structure above, which would it be? Bet on arrangement w.